Entry 1:
19
Properties=species:S:1:pos:R:3:forces:R:3:mulliken_charge:R:1 method="wB97M-V/def2-TZVPD" e_above_lowest_kj_mol=186.6 e_tot_ha=-273.83747 smiles=CC[C@H]1C[C@H]2C[C@@H]12 homo_lumo_gap_ha=0.39396
C -0.586363 1.059097 0.759971 0.20 0.20 -0.25 -0.83
C 0.232523 -0.302212 0.542287 0.47 0.01 -0.29 -0.11
C -2.130982 -0.469515 -0.386926 0.06 -0.07 -0.30 -0.62
C 1.223227 -0.476249 -0.711268 -0.40 0.09 0.01 -0.48
C -1.179084 -1.011033 0.651971 0.22 -0.32 -0.16 -0.38
C -1.909748 0.301923 0.864177 0.10 0.09 -0.04 -0.15
C 2.519214 0.402869 -0.729525 -0.26 0.10 0.12 -1.14
H -3.084825 -0.984888 -0.489097 0.26 0.07 0.08 0.27
H 0.956329 -0.590723 1.313689 -0.82 0.35 0.73 0.36
H -0.442226 1.698787 1.644701 0.61 -0.54 -0.21 0.31
H -0.538610 1.700325 -0.123610 0.04 0.17 0.01 0.31
H 0.686065 -0.293530 -1.648275 -0.02 0.05 0.08 0.27
H 2.290381 1.454307 -0.536375 -0.03 -0.03 0.03 0.30
H 1.587936 -1.518333 -0.779625 -0.53 0.23 0.26 0.34
H -2.754096 0.546142 1.517961 0.60 -0.17 -0.08 0.38
H 3.312728 0.108573 -0.022163 -0.59 -0.10 0.05 0.31
H -1.732463 -0.064792 -1.312324 -0.05 -0.10 -0.03 0.13
H -1.469791 -1.934367 1.157074 0.59 0.11 -0.22 0.38
H 3.019785 0.373615 -1.712652 -0.45 -0.13 0.22 0.35

Entry 2:
20
Properties=species:S:1:pos:R:3:forces:R:3:mulliken_charge:R:1 method="wB97M-V/def2-TZVPD" e_above_lowest_kj_mol=335.7 e_tot_ha=-432.65240 homo_lumo_gap_ha=0.31406
N 0.152230 0.853700 0.006482 1.30 -0.39 0.39 0.48
N -0.242464 1.675764 1.127567 -0.12 -0.19 -0.32 -0.79
N 1.142826 -1.062054 0.546630 0.45 -0.40 0.14 -0.73
N 0.225543 1.595482 -1.196016 -0.36 -0.09 0.09 -0.67
N 2.733267 0.735853 0.463488 -0.26 0.14 0.03 -0.76
C -1.251621 -1.434431 0.916534 0.02 0.19 -0.06 -1.53
C 1.620616 0.149254 0.376284 -1.04 -0.14 -0.16 0.42
C -0.120848 -1.026616 0.012153 0.08 0.84 -0.13 1.63
C -0.303134 -1.361372 -1.447777 -0.02 0.03 0.10 -1.45
H -1.259111 1.670574 1.172466 0.00 0.02 0.03 0.25
H -1.162057 -2.510251 1.090265 0.03 0.05 -0.05 0.38
H -0.244351 -2.450402 -1.538385 -0.01 0.05 0.03 0.37
H -1.166747 -0.946111 1.886842 0.00 -0.01 -0.02 0.36
H 0.105516 1.220513 1.968953 -0.01 -0.01 -0.09 0.29
H 0.813615 2.413199 -1.032329 -0.07 -0.13 0.05 0.25
H 0.490846 -0.924966 -2.048410 0.00 0.00 0.04 0.40
H -1.275527 -1.037110 -1.821450 0.01 -0.02 0.00 0.31
H 2.677042 1.747190 0.463661 -0.03 0.01 -0.07 0.22
H -2.226722 -1.234653 0.471892 0.00 -0.02 0.01 0.33
H -0.708918 1.926437 -1.418848 0.02 0.09 -0.02 0.23

Entry 3:
46
Properties=species:S:1:pos:R:3:forces:R:3:mulliken_charge:R:1 method="wB97M-V/def2-TZVPD" e_tot_ha=-1678.05631 homo_lumo_gap_ha=0.26288 charge=+1
Ca 0.164429 -0.797653 1.115901 0.00 -0.24 -0.10 1.54
O 2.180674 -0.647165 -0.166161 0.10 -0.04 0.01 -0.21
O -1.651173 -2.287440 0.521397 0.06 -0.05 -0.01 -0.37
O -0.170428 -1.062300 -1.345095 -0.05 0.13 0.06 -0.17
O 1.044119 -3.045535 0.652292 0.03 -0.10 -0.03 -0.27
C 2.254755 -3.076035 -0.113786 -0.11 -0.05 0.07 -0.42
C -2.165778 1.374188 1.735957 -0.05 -0.12 -0.02 -0.23
C -2.202970 -2.112512 -0.800001 -0.01 -0.05 0.11 -0.62
C -0.357278 4.926361 0.417730 -0.02 -0.02 0.01 -0.79
C 2.053326 -0.326902 -1.566296 0.06 -0.02 0.10 -0.65
C -1.591108 -0.884472 -1.428157 0.09 0.05 -0.03 -0.49
C 0.061629 -3.990426 0.208998 0.14 0.05 0.02 -0.42
C 0.612915 0.025985 -1.853920 -0.06 -0.08 0.03 -0.46
C 2.996525 -1.784970 0.143079 -0.03 0.08 -0.04 -0.88
C -0.219629 2.550974 1.024987 0.07 -0.08 0.04 1.07
C -0.982770 3.734407 0.865043 -0.07 0.06 0.00 0.98
C -2.947068 2.551765 1.608463 0.07 -0.03 0.01 -0.87
C -0.812961 1.310212 1.459420 -0.09 0.44 -0.12 -1.21
C -1.255877 -3.627030 0.848957 -0.09 0.08 0.03 -0.79
C 1.759951 3.796038 0.312936 -0.05 0.07 0.00 -0.91
C -2.368097 3.703686 1.170225 0.01 0.03 -0.02 -0.73
C 1.172313 2.638752 0.741008 -0.01 -0.03 -0.02 -0.37
C 0.978949 4.961425 0.143484 0.04 -0.05 0.01 -0.49
H -1.917353 -0.799899 -2.467450 0.03 0.00 -0.03 0.42
H 0.000056 -3.941118 -0.881430 -0.03 -0.01 -0.02 0.31
H -1.878465 0.027053 -0.891094 -0.02 0.00 0.02 0.26
H 1.795001 1.760424 0.893866 -0.02 -0.02 0.02 0.38
H 2.870557 -3.928079 0.184238 0.01 -0.01 0.00 0.49
H -4.001296 2.533745 1.856867 0.00 -0.02 -0.01 0.40
H -1.169045 -3.650883 1.936295 -0.01 -0.03 0.01 0.36
H -2.027967 -4.343212 0.563242 -0.02 0.02 -0.03 0.43
H 1.998017 -3.184970 -1.170778 0.02 0.03 -0.02 0.32
H -2.695620 0.480457 2.070153 0.00 0.01 0.01 0.35
H -1.985363 -2.996351 -1.401169 0.01 0.01 -0.03 0.39
H 2.825477 3.831663 0.122910 0.00 0.00 -0.01 0.43
H 0.473179 0.135121 -2.931826 -0.04 0.02 -0.01 0.41
H 2.703077 0.517605 -1.797304 0.01 0.01 -0.01 0.41
H 2.360601 -1.188814 -2.160239 -0.02 0.00 -0.02 0.44
H -0.961850 5.819021 0.304728 0.00 -0.01 0.00 0.38
H 3.242138 -1.692774 1.202448 0.03 -0.01 0.01 0.36
H 0.350191 -5.003641 0.499575 0.01 -0.01 0.00 0.48
H 1.445067 5.880113 -0.187518 0.00 -0.01 -0.01 0.39
H 3.933041 -1.760541 -0.416127 -0.01 0.02 -0.04 0.38
H 0.321963 0.960222 -1.360607 0.01 0.01 0.03 0.20
H -2.951949 4.609682 1.053868 0.02 -0.01 0.01 0.37
H -3.283903 -1.996174 -0.719110 -0.02 -0.01 0.01 0.42

Entry 4:
43
Properties=species:S:1:pos:R:3:forces:R:3:mulliken_charge:R:1 method="wB97M-V/def2-TZVPD" e_above_lowest_kj_mol=11.2 e_tot_ha=-6168.61391 homo_lumo_gap_ha=0.28738 charge=+2
Sn -1.736188 -3.203569 3.158121 -0.09 -0.25 -0.05 1.03
Se -0.839455 0.924102 0.305903 0.00 0.04 -0.04 -0.04
Se 1.227983 -0.316865 0.400878 0.02 0.01 -0.01 -0.13
P 0.636365 0.944280 -1.300582 0.01 0.00 -0.05 0.14
O -1.691977 -2.767780 1.298282 0.09 0.20 0.14 -0.37
C 0.812642 -1.336624 -4.614690 0.01 0.00 0.00 -0.75
C -2.099763 -0.774858 4.712995 0.00 0.02 -0.01 -0.44
C -0.800270 -0.763326 4.195184 0.00 -0.02 0.04 -0.35
C 3.461786 3.573368 -2.407411 0.01 -0.01 0.00 -0.70
C -1.442947 -0.493853 -4.437462 -0.01 0.01 0.00 -0.73
C 0.181961 0.047016 -2.764330 0.04 0.03 0.05 0.99
C -1.440400 -2.443523 6.332032 0.02 0.06 -0.01 -0.38
C -0.151964 -2.446124 5.807859 0.00 0.03 0.02 -0.34
C -0.480798 -1.233230 -5.112665 0.00 0.01 0.01 -0.46
C -2.415071 -1.615849 5.781931 0.01 0.01 0.01 -0.34
C -1.118215 0.153049 -3.256342 0.01 0.00 -0.03 -0.24
C 0.958379 3.672676 -1.174572 0.04 0.01 0.03 -0.32
C 0.172078 -1.607916 4.740073 0.00 0.02 -0.01 -0.42
C 1.153780 -0.695796 -3.436523 -0.01 -0.03 -0.01 -0.31
C 2.779143 2.395800 -2.165561 0.00 0.03 -0.03 -0.46
C 1.528598 2.455637 -1.545025 -0.07 -0.05 0.01 1.35
C 1.653055 4.843046 -1.432439 0.00 0.00 0.00 -0.69
C -1.850714 -2.682922 -0.109433 -0.04 -0.05 -0.01 -0.49
C 2.897796 4.791498 -2.044266 -0.01 0.00 0.01 -0.49
H -3.413926 -1.604190 6.197861 0.00 -0.01 -0.01 0.41
H -2.194893 -3.638175 -0.503146 0.01 0.00 -0.01 0.35
H -2.849469 -0.104539 4.312182 -0.01 0.00 0.00 0.40
H -2.581759 -1.911163 -0.349728 0.00 0.00 0.00 0.24
H 1.554760 -1.918356 -5.143668 0.00 0.00 0.00 0.41
H -0.893717 -2.429350 -0.567607 0.00 0.00 0.01 0.10
H -1.867419 0.731726 -2.730732 0.00 0.00 0.00 0.39
H -0.740458 -1.734815 -6.035035 0.00 0.00 0.00 0.42
H 2.159898 -0.786610 -3.045121 0.00 -0.01 0.00 0.38
H 0.608690 -3.080753 6.242824 0.00 -0.01 0.00 0.42
H 3.219377 1.449084 -2.453518 0.00 0.00 -0.01 0.23
H 1.185658 -1.583949 4.360423 0.00 -0.01 0.00 0.39
H -2.446743 -0.417272 -4.831897 0.00 0.00 0.00 0.43
H -0.537650 -0.073219 3.402639 -0.01 -0.02 0.00 0.38
H -1.680776 -3.072665 7.178642 -0.01 -0.02 -0.02 0.43
H 3.436057 5.708782 -2.240907 0.00 0.00 0.00 0.41
H 4.433676 3.542908 -2.879932 0.00 0.00 0.00 0.42
H 1.221586 5.794563 -1.154649 0.00 0.00 0.00 0.41
H -0.008706 3.709777 -0.690598 0.00 0.00 0.00 0.29

Entry 5:
9
Properties=species:S:1:pos:R:3:forces:R:3:mulliken_charge:R:1 method="wB97M-V/def2-TZVPD" e_above_lowest_kj_mol=237.2 e_tot_ha=-1546.36352 smiles="O=S(=O)(Cl)/C=C/Cl" homo_lumo_gap_ha=0.36046
Cl -1.628007 -1.388480 -0.780075 -0.45 0.53 0.04 -0.18
Cl 3.034369 -0.549057 -0.232252 2.03 -0.43 -0.04 -0.13
S -1.469030 0.481709 0.178310 4.46 -1.25 -2.04 0.85
O -2.094983 0.324257 1.421269 -1.01 0.38 1.32 -0.44
O -1.762170 1.488457 -0.808440 0.18 -0.77 1.16 -0.43
C 1.417444 -0.341405 -0.423265 -4.09 -0.20 -1.91 0.16
C 0.664635 0.160677 0.528179 -2.49 1.03 -0.28 -0.42
H 0.837720 -0.666813 -1.379374 1.72 0.51 1.49 0.24
H 1.000024 0.490652 1.495644 -0.34 0.21 0.27 0.35

Entry 6:
72
Properties=species:S:1:pos:R:3:forces:R:3:mulliken_charge:R:1 method="wB97M-V/def2-TZVPD" e_above_lowest_kj_mol=2.3 e_tot_ha=-6883.93424 homo_lumo_gap_ha=0.20511 charge=+3
Hf 0.345799 -0.201619 -0.239458 0.07 0.20 0.02 1.11
Br 6.535316 -3.906290 -2.071381 0.00 0.00 0.00 -0.06
Se 0.394058 -5.072399 -0.323579 0.01 0.03 -0.01 0.17
P -2.210092 -0.457918 -0.975473 -0.11 0.06 -0.06 1.78
N -3.868185 -2.005861 -2.485587 -0.01 0.02 -0.03 0.18
N 0.652796 -0.581124 4.186231 0.00 0.00 -0.01 0.20
N 0.392420 -2.177098 -0.135991 -0.04 0.09 -0.07 -1.01
N -4.577019 0.284679 -2.091035 0.00 -0.01 -0.05 0.16
N 0.283519 2.082949 -0.916915 -0.01 -0.13 0.00 0.11
N 2.136999 0.236871 -1.506124 -0.01 -0.06 0.03 -0.37
N 2.670546 0.448990 3.365812 0.00 -0.02 0.00 0.27
N -4.685788 -1.351613 -0.296024 0.01 -0.01 0.00 0.23
N 0.725400 0.250672 1.874978 0.00 -0.07 0.01 0.65
N 0.710015 1.788458 3.786210 0.00 0.00 0.00 0.22
C -3.423137 -1.071758 0.332899 -0.01 -0.02 0.00 -1.10
C 4.460547 -0.462315 -1.160944 0.00 0.01 0.00 -0.01
C -2.463705 -1.836128 -2.242444 0.05 0.01 0.04 -1.13
C 0.389993 -3.399182 -0.218966 0.03 -0.04 0.04 0.72
C 1.362777 2.483708 -1.636973 -0.01 -0.02 -0.01 0.63
C 3.182258 -0.750136 -1.630246 0.03 -0.02 -0.01 -0.12
C 2.175893 1.751483 3.830329 0.00 0.00 0.00 -0.70
C 0.506146 4.700990 -1.839503 -0.01 0.00 0.00 -0.51
C -4.605756 -2.421990 -1.292525 -0.01 0.01 0.02 -0.92
C 0.175989 0.725419 4.647257 0.00 0.00 0.00 -0.73
C 3.903345 -2.910693 -2.366533 0.01 0.00 0.00 -0.83
C 5.185127 -2.629895 -1.894762 -0.01 0.01 0.01 -0.06
C 2.362195 1.444517 -1.887268 -0.02 -0.03 0.00 -0.14
C 2.118616 -0.607715 4.227048 0.00 0.00 0.00 -0.65
C 5.462968 -1.407813 -1.290422 0.00 -0.01 0.00 -0.81
C -0.669945 2.984636 -0.667782 0.00 0.00 0.00 -0.23
C -5.300102 -0.168329 -0.902304 -0.02 -0.01 0.02 -0.99
C 1.511168 3.769903 -2.108212 0.01 -0.01 0.00 -0.91
C 2.896870 -1.975028 -2.223897 -0.03 0.00 0.00 -0.39
C 0.201316 -0.832092 2.862054 0.00 0.00 0.02 -0.66
C -4.495956 -0.812309 -3.059194 0.02 0.00 0.03 -0.90
C 0.262722 1.605738 2.447013 0.00 0.00 -0.02 -0.61
C -3.290459 0.854505 -1.775241 0.04 -0.03 0.05 -1.10
C 2.266920 0.233617 2.016374 0.00 0.00 0.02 -0.66
C -0.596869 4.300657 -1.108848 0.00 0.01 -0.01 -1.12
H 6.458538 -1.199652 -0.923834 0.00 0.00 0.00 0.47
H -5.619328 -2.687677 -1.589201 0.00 0.00 -0.01 0.29
H -3.546944 -0.304738 1.099890 0.01 0.00 0.00 0.44
H 2.454678 -0.444638 5.248785 0.00 0.00 0.00 0.34
H 2.618654 -0.741310 1.661248 0.01 0.00 0.01 0.17
H -2.797184 1.218324 -2.678941 -0.02 0.00 -0.01 0.46
H -0.914408 0.748538 4.628327 0.00 0.00 0.00 0.34
H -0.829594 1.619616 2.405559 0.00 0.00 0.01 0.20
H 0.592474 5.718527 -2.197946 0.00 0.00 0.00 0.49
H -3.017727 -1.973606 0.796299 0.01 0.00 0.00 0.44
H 3.705108 -3.855396 -2.853453 0.00 0.00 0.00 0.50
H 0.673145 2.388525 1.806179 0.00 0.00 0.00 0.37
H -3.939230 -0.489322 -3.939400 0.00 0.00 0.00 0.40
H 2.479646 -1.580925 3.892412 0.00 0.00 0.00 0.35
H 2.390249 4.044212 -2.676891 0.00 0.00 0.00 0.56
H -6.316431 -0.426197 -1.196743 0.00 0.01 0.00 0.31
H 3.291323 1.696458 -2.394802 0.00 0.02 0.00 0.64
H 4.676380 0.484979 -0.679045 0.00 0.00 0.00 0.51
H -0.889969 -0.804677 2.813991 0.00 0.00 0.00 0.26
H -1.941715 -1.569870 -3.163020 -0.02 -0.01 -0.01 0.49
H 2.583693 2.545236 3.202026 0.00 0.00 0.00 0.30
H 0.508325 0.891899 5.669680 0.00 0.00 0.00 0.32
H -5.348934 0.637967 -0.169168 0.00 0.00 0.00 0.38
H -1.396457 4.990238 -0.875725 0.00 0.00 0.00 0.50
H 2.663881 1.032095 1.379449 -0.01 0.00 -0.01 0.28
H -4.132513 -3.300679 -0.852867 0.00 0.00 0.00 0.39
H -5.507465 -1.071192 -3.368578 0.00 0.00 0.01 0.31
H 0.567081 -1.794516 2.505191 0.00 0.00 -0.01 0.37
H 2.508678 1.914399 4.853178 0.00 0.00 0.00 0.34
H -1.520598 2.649298 -0.086145 0.00 0.00 0.00 0.66
H -2.026513 -2.752944 -1.841943 0.01 0.00 0.00 0.39
H -3.419572 1.693342 -1.088330 0.00 0.00 0.00 0.43
H 1.908012 -2.184834 -2.614765 0.00 0.00 0.00 0.62